ORCA calculation (ωB97M-V with the def2-TZVPD basis set) on a structure of composition C17H24ClGeN5V.

Structure (XYZ):
```
49
Properties=species:S:1:pos:R:3:mulliken_charge:R:1
V -0.00250 -0.07300 0.01416 0.399
C 4.74248 0.47377 -0.35056 -0.924
N 4.13252 0.36216 0.99026 0.141
C 5.07632 0.12551 2.10102 -1.042
C 2.82437 0.25456 1.10597 0.395
N 1.97877 0.16292 0.09111 -0.163
N 2.32003 0.26122 2.40512 0.040
C 1.03918 0.05243 2.82159 0.518
N 0.84177 0.06468 4.12770 -0.331
N 0.04128 -0.14164 1.96375 -0.341
H 5.69025 0.98884 -0.23310 0.342
H 4.12792 1.08828 -1.00251 0.225
H 4.91619 -0.51503 -0.77671 0.351
H 6.03846 0.51885 1.79082 0.333
H 5.16883 -0.93779 2.31306 0.375
H 4.81066 0.67242 3.00558 0.421
H 2.49073 0.18784 -0.78226 0.036
H 2.99352 0.45662 3.12814 0.039
H 1.59100 0.17272 4.79244 0.195
H -0.08240 -0.06020 4.50983 0.228
H -0.84232 -0.29339 2.43914 0.156
Cl -1.74571 -1.48780 -0.41290 -0.128
C -1.96878 0.35263 -0.33582 -0.540
H -2.65051 0.60633 0.46903 0.408
H -2.31846 0.71368 -1.29624 0.530
Ge -0.08294 2.54517 -0.13217 0.527
C 1.59754 3.06111 -0.90642 0.679
C 2.56124 3.67902 -0.10591 -0.299
C 3.75685 4.13862 -0.65919 -0.697
C 4.00341 3.97646 -2.01501 -0.551
C 3.05985 3.35162 -2.82398 -0.798
C 1.86820 2.89532 -2.27143 -0.240
C -1.58268 3.27535 -1.04738 0.336
C -2.51712 4.03056 -0.33246 -0.396
C -3.61326 4.59552 -0.97817 -0.641
C -3.78970 4.40471 -2.33882 -0.459
C -2.87308 3.65121 -3.06433 -0.770
C -1.77958 3.09072 -2.42234 -0.033
H -0.10549 2.93000 1.34133 -0.044
H 2.37321 3.86064 0.94753 0.443
H 4.47925 4.65204 -0.03544 0.461
H 4.92228 4.35322 -2.44710 0.431
H 3.24113 3.24413 -3.88599 0.442
H 1.13620 2.45517 -2.93598 0.138
H -2.39621 4.20289 0.73122 0.332
H -4.32504 5.18826 -0.41798 0.419
H -4.64072 4.84643 -2.84048 0.411
H -3.01042 3.50838 -4.12845 0.431
H -1.08030 2.51502 -3.01708 0.212
```

Computed properties:
2S+1: 2
Charge: +2
Gap between HOMO and LUMO (alpha / beta): 7.055 / 7.265 eV
E_LUMO (alpha / beta): -7.20 / -6.78 eV